1.
15
Properties=species:S:1:pos:R:3:mulliken_charge:R:1 method="wB97M-V/def2-TZVPD" de_lowest_kj_mol=356.6 charge=0 homo_lumo_gap_ev=10.98 homo_energy_ev=-9.9 spin_multiplicity=1 mol_weight_g_mol=92.1
C -1.72 0.18 0.72 -0.936
H 0.90 -1.69 -0.46 0.364
H -3.88 0.64 1.27 0.442
H -0.04 1.95 -0.22 0.371
H 4.01 0.70 -0.12 0.397
C 2.96 0.78 -0.27 0.079
H 0.24 -0.08 1.36 0.248
C 1.77 0.89 -0.44 -0.386
H -0.03 0.79 -1.55 0.312
C -0.31 -0.12 0.41 0.439
C -0.15 -1.52 -0.18 -1.346
H -0.44 -2.29 0.54 0.363
C -2.86 0.42 1.00 0.170
C 0.31 0.95 -0.52 -0.872
H -0.77 -1.64 -1.07 0.354

***

2.
19
Properties=species:S:1:pos:R:3:mulliken_charge:R:1 method="wB97M-V/def2-TZVPD" de_lowest_kj_mol=505.4 charge=0 homo_lumo_gap_ev=8.17 homo_energy_ev=-8.6 spin_multiplicity=1 mol_weight_g_mol=149.0
B 1.32 1.44 -0.97 0.345
C -0.16 -0.55 -0.41 0.419
C -1.48 -2.49 0.43 -0.923
C -1.30 -1.16 0.33 -0.331
H 2.59 2.68 -1.64 0.314
O 2.02 2.58 -0.90 -0.490
H -0.04 -2.04 -2.13 0.365
O 1.92 0.40 -2.25 -0.222
H 0.22 2.54 1.17 0.419
C -0.01 1.55 1.11 -0.535
C 0.28 0.73 -0.14 0.614
H -0.72 0.02 2.24 0.609
H -0.94 -3.29 0.11 0.401
H -2.37 -2.80 1.03 0.218
C 0.34 -1.15 -1.62 -0.504
H -0.45 1.77 3.02 0.222
H -2.11 -0.54 0.78 0.535
C -0.39 0.99 2.23 -1.052
N 1.27 -0.70 -2.40 -0.403

***

3.
20
Properties=species:S:1:pos:R:3:mulliken_charge:R:1 method="wB97M-V/def2-TZVPD" de_lowest_kj_mol=21.8 charge=0 homo_lumo_gap_ev="7.68 / 6.18" homo_energy_ev="-8.4 / -7.3" spin_multiplicity=1 mol_weight_g_mol=317.4
H -3.61 1.17 0.62 0.301
C 0.06 0.26 -1.42 -0.732
C 0.43 -1.32 0.85 -0.868
H 1.06 -1.24 1.75 0.346
Br 3.16 0.30 1.52 -0.014
C 0.88 -0.84 -1.48 -0.168
H -0.05 0.63 -2.42 0.469
H -2.20 1.49 1.69 0.258
O -1.80 1.43 -0.44 -0.401
H -1.25 -0.32 1.57 0.377
Br 2.57 1.52 -1.18 0.053
H 1.35 -1.00 -2.56 0.155
C 1.18 -1.60 -0.41 0.404
N 3.24 0.04 -0.31 -0.276
H -0.09 -2.28 0.99 0.388
C -0.54 -0.20 0.82 -0.715
H -3.04 2.67 0.53 0.302
C -2.64 1.74 0.64 -0.747
Cl 2.14 -3.04 -0.44 -0.178
C -0.84 0.58 -0.30 1.045

***

Please write out number 2 again, unchanged.
19
Properties=species:S:1:pos:R:3:mulliken_charge:R:1 method="wB97M-V/def2-TZVPD" de_lowest_kj_mol=505.4 charge=0 homo_lumo_gap_ev=8.17 homo_energy_ev=-8.6 spin_multiplicity=1 mol_weight_g_mol=149.0
B 1.32 1.44 -0.97 0.345
C -0.16 -0.55 -0.41 0.419
C -1.48 -2.49 0.43 -0.923
C -1.30 -1.16 0.33 -0.331
H 2.59 2.68 -1.64 0.314
O 2.02 2.58 -0.90 -0.490
H -0.04 -2.04 -2.13 0.365
O 1.92 0.40 -2.25 -0.222
H 0.22 2.54 1.17 0.419
C -0.01 1.55 1.11 -0.535
C 0.28 0.73 -0.14 0.614
H -0.72 0.02 2.24 0.609
H -0.94 -3.29 0.11 0.401
H -2.37 -2.80 1.03 0.218
C 0.34 -1.15 -1.62 -0.504
H -0.45 1.77 3.02 0.222
H -2.11 -0.54 0.78 0.535
C -0.39 0.99 2.23 -1.052
N 1.27 -0.70 -2.40 -0.403

***

What did the second record say?
19
Properties=species:S:1:pos:R:3:mulliken_charge:R:1 method="wB97M-V/def2-TZVPD" de_lowest_kj_mol=505.4 charge=0 homo_lumo_gap_ev=8.17 homo_energy_ev=-8.6 spin_multiplicity=1 mol_weight_g_mol=149.0
B 1.32 1.44 -0.97 0.345
C -0.16 -0.55 -0.41 0.419
C -1.48 -2.49 0.43 -0.923
C -1.30 -1.16 0.33 -0.331
H 2.59 2.68 -1.64 0.314
O 2.02 2.58 -0.90 -0.490
H -0.04 -2.04 -2.13 0.365
O 1.92 0.40 -2.25 -0.222
H 0.22 2.54 1.17 0.419
C -0.01 1.55 1.11 -0.535
C 0.28 0.73 -0.14 0.614
H -0.72 0.02 2.24 0.609
H -0.94 -3.29 0.11 0.401
H -2.37 -2.80 1.03 0.218
C 0.34 -1.15 -1.62 -0.504
H -0.45 1.77 3.02 0.222
H -2.11 -0.54 0.78 0.535
C -0.39 0.99 2.23 -1.052
N 1.27 -0.70 -2.40 -0.403